Entry 1:
Computed, not measured: a cluster of 2 separate species, C4H8O2 in total, with ωB97M-V with the def2-TZVPD basis set.

Summary:
M = 88.1 g mol⁻¹
Strongest force on any atom = 0.0103 hartree/bohr
E_HOMO = -9.887 eV
Spin multiplicity = 1
LUMO = 0.95 eV
DFT total energy = -307.65692 Ha
SMILES = CC=O.CC=O
Kohn-Sham gap = 10.83 eV

CARTESIAN COORDINATES (ANGSTROEM)
C -0.1609 1.6949 -1.3688
C -0.8307 0.3479 -1.3244
O -1.6686 0.0519 -0.5041
H -0.5671 2.2663 -2.2116
H -0.3627 2.2388 -0.4429
H 0.9170 1.5990 -1.5365
H -0.5144 -0.3845 -2.0960
C 0.1194 -0.9654 1.8922
C 0.8885 -1.3333 0.6575
O 0.7192 -2.3389 0.0100
H -0.4137 -0.0244 1.7196
H 0.8111 -0.8070 2.7270
H -0.5983 -1.7517 2.1344
H 1.6611 -0.5935 0.3438

Forces on the atoms, in the same order (eV/Å):
-0.01 0.05 0.07
-0.23 0.00 0.21
0.34 0.12 -0.38
0.04 -0.09 0.05
0.04 -0.05 -0.14
-0.14 -0.04 0.02
-0.09 0.07 0.08
-0.04 -0.14 0.04
-0.07 -0.26 -0.10
0.13 0.44 0.27
0.07 -0.11 0.00
-0.05 -0.03 -0.10
0.09 0.12 -0.01
-0.07 -0.08 0.01

=====

Entry 2:
Computed, not measured: an isolated molecule of C4H8O2, with ωB97M-V with the def2-TZVPD basis set.

Summary:
M = 88.1 g mol⁻¹
Strongest force on any atom = 0.0106 hartree/bohr
E_HOMO = -9.228 eV
Spin multiplicity = 1
LUMO = 0.90 eV
DFT total energy = -307.62551 Ha
SMILES = CO/C=C\CO
Kohn-Sham gap = 10.12 eV

CARTESIAN COORDINATES (ANGSTROEM)
C 1.6703 -0.8001 -0.9957
O 0.3830 -0.2397 -1.1487
C 0.1012 0.9382 -0.5183
C -1.0055 1.0541 0.2181
C -1.6225 -0.1766 0.8180
O -0.8744 -0.3769 2.0189
H 2.4703 -0.0590 -1.1275
H 1.7820 -1.2812 -0.0131
H 1.7552 -1.5629 -1.7733
H 0.8040 1.7581 -0.6853
H -1.2714 2.0062 0.6693
H -1.5324 -1.0434 0.1499
H -2.6733 -0.0560 1.1004
H 0.0155 -0.0957 1.7593

Forces on the atoms, in the same order (eV/Å):
0.24 -0.07 -0.02
-0.14 0.00 -0.02
-0.17 0.15 -0.05
0.26 0.00 0.05
-0.24 0.06 -0.27
0.15 -0.27 0.10
-0.16 -0.02 0.01
-0.03 0.14 -0.13
0.08 0.11 0.15
-0.16 -0.10 -0.19
0.15 -0.06 -0.19
-0.04 0.21 0.14
0.21 0.06 -0.06
-0.17 -0.20 0.48

=====

Entry 3:
Computed, not measured: a cluster of 2 separate species, C4H8O2 in total, with ωB97M-V with the def2-TZVPD basis set.

Summary:
M = 88.1 g mol⁻¹
Strongest force on any atom = 0.0123 hartree/bohr
E_HOMO = -9.218 eV
Spin multiplicity = 1
LUMO = 0.56 eV
DFT total energy = -307.60426 Ha
SMILES = O=C1C[C@H]1O.C
Kohn-Sham gap = 9.78 eV

CARTESIAN COORDINATES (ANGSTROEM)
O 1.6683 0.8872 0.7858
C 0.5312 0.6785 1.1055
C -0.7466 1.2448 1.5581
C -0.5880 -0.2662 1.3383
O -1.3580 -0.8090 0.3151
H -0.9091 1.6522 2.5516
H -1.3027 1.7537 0.7745
H -0.5030 -0.8599 2.2524
H -0.8658 -1.5509 -0.0621
C 0.8107 -0.5418 -2.1103
H 1.0335 0.0215 -3.0188
H -0.2497 -0.4241 -1.8751
H 1.0214 -1.5944 -2.3231
H 1.4578 -0.1915 -1.2917

Forces on the atoms, in the same order (eV/Å):
-0.58 -0.18 0.18
0.45 0.28 -0.05
-0.05 0.38 0.10
0.11 -0.08 0.24
0.12 -0.33 -0.03
0.08 -0.13 -0.05
0.02 -0.07 -0.01
-0.08 0.04 -0.12
-0.13 0.13 -0.03
0.26 -0.09 -0.13
-0.01 0.02 0.12
0.22 0.08 0.04
-0.03 0.10 0.10
-0.37 -0.16 -0.37

=====

Please write out number 2 again, unchanged.
Computed, not measured: an isolated molecule of C4H8O2, with ωB97M-V with the def2-TZVPD basis set.

Summary:
M = 88.1 g mol⁻¹
Strongest force on any atom = 0.0106 hartree/bohr
E_HOMO = -9.228 eV
Spin multiplicity = 1
LUMO = 0.90 eV
DFT total energy = -307.62551 Ha
SMILES = CO/C=C\CO
Kohn-Sham gap = 10.12 eV

CARTESIAN COORDINATES (ANGSTROEM)
C 1.6703 -0.8001 -0.9957
O 0.3830 -0.2397 -1.1487
C 0.1012 0.9382 -0.5183
C -1.0055 1.0541 0.2181
C -1.6225 -0.1766 0.8180
O -0.8744 -0.3769 2.0189
H 2.4703 -0.0590 -1.1275
H 1.7820 -1.2812 -0.0131
H 1.7552 -1.5629 -1.7733
H 0.8040 1.7581 -0.6853
H -1.2714 2.0062 0.6693
H -1.5324 -1.0434 0.1499
H -2.6733 -0.0560 1.1004
H 0.0155 -0.0957 1.7593

Forces on the atoms, in the same order (eV/Å):
0.24 -0.07 -0.02
-0.14 0.00 -0.02
-0.17 0.15 -0.05
0.26 0.00 0.05
-0.24 0.06 -0.27
0.15 -0.27 0.10
-0.16 -0.02 0.01
-0.03 0.14 -0.13
0.08 0.11 0.15
-0.16 -0.10 -0.19
0.15 -0.06 -0.19
-0.04 0.21 0.14
0.21 0.06 -0.06
-0.17 -0.20 0.48